91
Properties=species:S:1:pos:R:3 method="wB97M-V/def2-TZVPD" e_lumo_ha="-0.094 / -0.140" homo_lumo_gap_ev="6.0 / 6.6" e_tot_ha=-2767.9882 s_squared=6.018 charge=+1 multiplicity=5 e_above_lowest_ev=1.1460
Ir -0.669 -0.493 -0.736
I -1.656 -3.079 -0.206
C -1.162 -3.302 1.821
C -2.214 -3.835 2.511
C -2.078 -4.208 3.862
C -0.865 -4.071 4.453
C 0.236 -3.506 3.760
C 1.467 -3.408 4.455
C 2.551 -2.841 3.870
C 2.416 -2.293 2.583
C 1.256 -2.356 1.848
P 1.343 -1.402 0.262
C 2.276 -2.495 -0.860
C 1.705 -2.881 -2.070
C 2.372 -3.754 -2.919
C 3.619 -4.247 -2.570
C 4.198 -3.868 -1.366
C 3.529 -3.005 -0.515
C 2.465 -0.044 0.705
C 3.611 0.258 -0.016
C 4.399 1.346 0.352
C 4.051 2.122 1.445
C 2.897 1.828 2.166
C 2.102 0.759 1.790
C 0.118 -3.042 2.412
H -3.159 -3.997 2.012
H -2.921 -4.626 4.394
H -0.711 -4.388 5.477
H 1.517 -3.797 5.465
H 3.496 -2.769 4.391
H 3.265 -1.751 2.186
H 0.746 -2.483 -2.368
H 1.914 -4.044 -3.856
H 4.141 -4.926 -3.232
H 5.171 -4.250 -1.084
H 3.999 -2.734 0.422
H 3.891 -0.339 -0.875
H 5.289 1.579 -0.218
H 4.673 2.959 1.734
H 2.618 2.435 3.017
H 1.199 0.538 2.347
O 0.285 -0.151 -2.525
C -0.012 0.595 -3.585
C 1.062 1.124 -4.318
C 0.855 1.920 -5.421
C -0.441 2.217 -5.848
C -1.504 1.688 -5.153
C -1.315 0.872 -4.029
C -2.470 0.332 -3.327
N -2.468 -0.278 -2.154
C -3.780 -0.600 -1.855
C -4.581 -0.191 -2.867
N -3.742 0.396 -3.787
H 2.060 0.884 -3.973
H 1.705 2.319 -5.959
H -0.610 2.850 -6.707
H -2.507 1.936 -5.481
H -4.048 -1.101 -0.941
H -5.642 -0.264 -3.018
H -4.020 0.766 -4.680
C -2.990 2.358 -0.333
Si -1.244 1.743 -0.322
C -0.138 3.221 -0.687
C -0.202 4.138 0.549
C -0.679 3.978 -1.911
C 1.319 2.822 -0.929
C -2.303 0.752 3.080
C -3.485 0.141 2.413
C -2.176 2.222 3.289
C -1.277 -0.167 3.639
H -3.096 3.239 0.303
H -3.700 1.598 -0.018
H -3.235 2.662 -1.357
H -1.214 4.481 0.774
H 0.409 5.027 0.360
H 0.202 3.653 1.443
H -1.673 4.390 -1.735
H -0.713 3.361 -2.812
H -0.008 4.817 -2.121
H 1.792 2.481 -0.010
H 1.878 3.694 -1.286
H 1.422 2.032 -1.672
H -4.190 0.891 2.054
H -4.029 -0.535 3.086
H -3.169 -0.479 1.557
H -2.868 2.785 2.661
H -1.157 2.574 3.083
H -2.382 2.515 4.329
H -0.803 -0.757 2.846
H -1.716 -0.901 4.328
H -0.491 0.364 4.179


101
Properties=species:S:1:pos:R:3 method="wB97M-V/def2-TZVPD" e_lumo_ha="0.136 / 0.136" homo_lumo_gap_ev="4.0 / 4.6" e_tot_ha=-3702.7247 charge=-2 e_above_lowest_ev=0.0000
Mg -0.014 0.342 1.021
C 0.381 -2.993 -0.733
Si 1.118 -1.939 -2.126
C 3.010 -2.126 -1.993
C 0.633 -2.555 -3.868
C 0.819 -3.722 -4.602
C 0.342 -3.804 -5.904
C -0.324 -2.724 -6.474
C -0.516 -1.555 -5.744
C -0.035 -1.457 -4.443
Si -0.017 -0.084 -3.075
C -1.813 0.529 -3.004
C 1.094 1.248 -3.869
H 0.976 -3.888 -0.539
H -0.640 -3.297 -0.968
H 0.357 -2.397 0.179
H 3.336 -3.055 -2.469
H 3.322 -2.145 -0.948
H 3.538 -1.300 -2.476
H 1.329 -4.576 -4.164
H 0.482 -4.712 -6.482
H -0.694 -2.797 -7.491
H -1.044 -0.721 -6.199
H -1.943 1.372 -3.687
H -2.084 0.869 -2.007
H -2.498 -0.267 -3.307
H 0.819 1.389 -4.917
H 2.144 0.949 -3.827
H 0.990 2.203 -3.351
C 5.061 3.051 -3.448
C 5.631 2.702 -2.071
C 6.924 1.910 -2.236
C 7.482 1.522 -0.874
C 6.447 0.726 -0.128
C 6.853 -0.279 0.777
C 5.883 -0.975 1.461
F 6.279 -1.938 2.345
C 4.540 -0.732 1.302
C 4.112 0.257 0.381
C 2.719 0.501 0.188
O 1.822 -0.236 0.767
C 2.382 1.632 -0.630
C 3.347 2.314 -1.285
N 4.676 1.945 -1.267
C 5.100 0.982 -0.341
C 0.945 2.057 -0.823
O 0.704 3.224 -1.110
O 0.070 1.098 -0.759
H 5.871 3.383 -4.098
H 4.326 3.852 -3.397
H 4.585 2.179 -3.899
H 5.873 3.641 -1.549
H 7.642 2.516 -2.793
H 6.717 1.001 -2.808
H 7.750 2.426 -0.314
H 8.394 0.930 -0.986
H 7.903 -0.489 0.934
H 3.797 -1.277 1.863
H 3.084 3.178 -1.873
O -0.508 2.930 3.978
C -0.146 2.050 3.197
O -0.462 1.915 1.972
C 0.759 0.952 3.741
C 1.494 1.123 4.905
C 2.284 0.084 5.359
C 2.309 -1.097 4.621
C 1.536 -1.182 3.482
N 0.768 -0.187 3.042
H 1.421 2.067 5.427
H 2.875 0.181 6.261
H 2.929 -1.930 4.926
H 1.534 -2.081 2.874
C -5.560 -1.494 7.514
C -5.002 -1.337 6.108
S -6.253 -1.970 4.958
O -6.340 -3.395 5.168
O -7.455 -1.194 5.168
C -5.610 -1.601 3.323
C -4.476 -2.549 2.917
N -3.565 -1.935 1.976
C -2.490 -1.152 2.308
N -1.841 -0.769 1.223
C -2.525 -1.275 0.146
C -3.610 -2.008 0.584
N -4.571 -2.659 -0.139
O -5.528 -3.279 0.480
O -4.482 -2.614 -1.410
C -2.206 -0.782 3.721
H -4.842 -1.151 8.257
H -5.794 -2.543 7.699
H -6.480 -0.918 7.608
H -4.103 -1.933 5.960
H -4.825 -0.294 5.846
H -5.281 -0.562 3.380
H -6.451 -1.672 2.633
H -4.912 -3.416 2.432
H -3.917 -2.876 3.797
H -2.223 -1.091 -0.869
H -3.112 -0.819 4.320
H -1.829 0.232 3.756
H -1.464 -1.441 4.179


82
Properties=species:S:1:pos:R:3 method="wB97M-V/def2-TZVPD" e_lumo_ha=-0.098 homo_lumo_gap_ev=6.9 e_tot_ha=-4678.4395 charge=+1
Sr -1.217 0.247 -1.033
C 2.219 -0.737 1.717
C 2.072 -2.113 1.061
P 2.196 -2.602 -0.716
C 3.958 -2.275 -1.118
C 4.942 -2.780 -0.267
C 6.286 -2.659 -0.582
C 6.674 -2.049 -1.766
C 5.707 -1.570 -2.635
C 4.361 -1.684 -2.316
C 1.382 -1.291 -1.744
C 1.777 0.055 -1.796
C 1.229 0.922 -2.735
C 0.262 0.468 -3.632
C -0.156 -0.859 -3.586
C 0.412 -1.731 -2.653
C 1.031 0.233 1.700
P -0.636 -0.565 1.935
C -1.648 0.736 2.700
C -2.533 0.459 3.738
C -3.387 1.447 4.206
C -3.370 2.716 3.645
C -2.495 2.999 2.606
C -1.645 2.011 2.137
C -0.432 -1.788 3.254
C -0.925 -3.076 3.066
C -0.805 -4.024 4.073
C -0.186 -3.687 5.268
C 0.306 -2.402 5.463
C 0.178 -1.453 4.462
H 3.106 -0.213 1.353
H 2.418 -0.958 2.769
H 1.146 -2.587 1.395
H 2.847 -2.746 1.506
H 4.669 -3.289 0.650
H 7.032 -3.053 0.096
H 7.723 -1.959 -2.014
H 5.997 -1.107 -3.570
H 3.628 -1.312 -3.020
H 2.556 0.409 -1.131
H 1.559 1.952 -2.778
H -0.154 1.144 -4.368
H -0.898 -1.225 -4.286
H 0.125 -2.777 -2.652
H 0.974 0.730 0.721
H 1.212 1.028 2.428
H -2.563 -0.528 4.182
H -4.073 1.221 5.012
H -4.040 3.481 4.014
H -2.480 3.982 2.154
H -0.974 2.247 1.321
H -1.407 -3.337 2.130
H -1.196 -5.021 3.926
H -0.089 -4.425 6.052
H 0.782 -2.139 6.399
H 0.540 -0.444 4.626
Se -4.005 0.896 -1.156
C -3.835 -0.825 -1.987
C -4.429 -1.091 -3.226
C -4.271 -2.322 -3.837
C -3.517 -3.329 -3.241
C -2.934 -3.095 -2.009
C -3.099 -1.859 -1.387
H -5.011 -0.316 -3.706
H -4.745 -2.502 -4.795
H -3.404 -4.289 -3.727
H -2.372 -3.878 -1.514
H -2.703 -1.736 -0.378
C -0.781 7.162 -1.656
C -0.720 5.673 -1.509
C 0.091 5.073 -0.547
C 0.124 3.698 -0.445
N -0.594 2.880 -1.224
C -1.366 3.455 -2.154
C -1.455 4.825 -2.329
H -0.787 7.651 -0.683
H -1.667 7.470 -2.209
H 0.096 7.521 -2.198
H 0.694 5.673 0.121
H 0.768 3.227 0.290
H -1.966 2.792 -2.767
H -2.110 5.222 -3.092